{
  "formula": "C22H14BrClIMoN3O5S",
  "method": "ωB97M-V/def2-TZVPD",
  "species": ["Mo", "O", "C", "O", "C", "C", "Cl", "N", "N", "C", "C", "O", "O", "C", "C", "C", "C", "C", "C", "H", "H", "H", "H", "H", "H", "O", "N", "C", "C", "C", "C", "C", "S", "H", "H", "H", "H", "Br", "C", "C", "C", "C", "C", "C", "I", "H", "H", "H", "H"],
  "xyz": [[-0.013, -0.590, -0.738], [-4.548, -1.419, 3.106], [-4.232, -0.142, 2.924], [-4.768, 0.823, 3.317], [-2.990, 0.120, 2.077], [-2.647, 1.445, 1.747], [-3.363, 2.897, 2.213], [-1.561, 1.414, 0.865], [-1.322, 0.126, 0.594], [-2.167, -0.649, 1.265], [-1.966, -2.072, 0.868], [-2.572, -3.002, 1.261], [-1.007, -2.090, -0.098], [-0.798, 2.361, 0.153], [-1.319, 3.544, -0.311], [-0.568, 4.168, -1.302], [0.706, 3.701, -1.720], [1.302, 2.630, -1.067], [0.494, 1.870, -0.155], [-3.987, -2.148, 2.796], [-2.293, 3.880, 0.090], [-0.943, 5.097, -1.660], [1.236, 4.245, -2.451], [2.319, 2.289, -1.149], [0.920, 1.492, 0.686], [0.417, -1.623, -2.318], [-0.073, -1.466, -3.551], [0.284, -2.371, -4.480], [-0.103, -2.196, -5.788], [-0.832, -1.048, -6.088], [-1.224, -0.180, -5.085], [-0.857, -0.405, -3.792], [-1.137, 0.584, -2.392], [0.879, -3.150, -4.088], [0.121, -2.915, -6.564], [-1.096, -0.910, -7.121], [-1.726, 0.747, -5.369], [0.553, -0.023, 3.210], [2.297, -0.692, 3.426], [2.782, -0.677, 4.713], [4.028, -1.256, 5.006], [4.751, -1.854, 3.973], [4.271, -1.859, 2.642], [3.046, -1.279, 2.437], [2.619, -1.246, 0.301], [2.153, -0.214, 5.486], [4.374, -1.244, 6.027], [5.701, -2.323, 4.207], [4.859, -2.391, 1.899]],
  "multiplicity": 2,
  "homo_ev": [-17.3, -17.3],
  "orbital_gap_ha": [0.1784, 0.1925],
  "s2": 0.7682,
  "total_charge": 3
}

=====

{
  "formula": "H10O5",
  "method": "ωB97M-V/def2-TZVPD",
  "species": ["O", "H", "H", "O", "H", "H", "O", "H", "H", "O", "H", "H", "O", "H", "H"],
  "xyz": [[-33.700, -11.291, -9.547], [-33.791, -12.097, -10.064], [-34.353, -11.371, -8.841], [-32.476, -9.097, -7.742], [-32.614, -9.622, -6.948], [-33.176, -9.384, -8.342], [-38.498, -7.638, -5.917], [-37.695, -7.677, -6.453], [-38.574, -6.717, -5.653], [-35.741, -9.529, -8.028], [-36.603, -9.895, -8.248], [-35.899, -8.599, -7.803], [-35.836, -6.783, -7.223], [-34.982, -6.771, -6.772], [-36.102, -5.860, -7.290]],
  "smiles": "O.O.O.O.O",
  "homo_ev": -10.9,
  "orbital_gap_ha": 0.4098,
  "total_charge": 0
}

=====

{
  "formula": "C5H11N2",
  "method": "ωB97M-V/def2-TZVPD",
  "species": ["C", "C", "C", "C", "C", "N", "N", "H", "H", "H", "H", "H", "H", "H", "H", "H", "H", "H"],
  "xyz": [[-1.303, -0.324, 0.094], [-1.871, -1.257, -0.595], [-1.166, 0.291, 1.421], [1.825, -0.886, -0.424], [0.146, 1.955, -0.639], [1.119, -0.390, 0.725], [-0.037, 0.259, 0.436], [-1.503, -1.825, -1.448], [-2.967, -1.430, -0.428], [-1.548, 1.241, 1.712], [-1.042, -0.499, 2.236], [1.259, -1.711, -0.911], [1.978, 0.062, -1.214], [2.790, -1.382, -0.210], [0.888, 1.321, -1.300], [-0.835, 2.133, -1.083], [0.492, 2.353, 0.263], [1.774, 0.090, 1.365]],
  "homo_ev": -13.6,
  "orbital_gap_ha": 0.3376,
  "total_charge": 1
}

=====

{
  "formula": "C4H12NO2",
  "method": "ωB97M-V/def2-TZVPD",
  "species": ["C", "O", "C", "C", "C", "N", "H", "H", "H", "H", "H", "H", "H", "H", "H", "H", "H", "H", "O"],
  "xyz": [[0.922, 0.158, 1.425], [1.352, -0.761, 0.516], [-0.352, 0.950, 1.071], [-0.247, 1.759, -0.243], [-0.831, 1.111, -1.498], [-0.405, -0.256, -1.796], [0.719, -0.314, 2.420], [1.738, 0.897, 1.628], [-1.138, 0.185, 0.976], [-0.642, 1.592, 1.905], [-0.827, 2.668, -0.049], [0.810, 1.933, -0.460], [-0.608, 1.701, -2.397], [-1.929, 1.096, -1.496], [-0.562, -0.816, -0.964], [0.585, -0.295, -1.991], [0.363, -1.815, 0.427], [-0.367, -3.054, -0.294], [-0.396, -2.566, 0.527]],
  "homo_ev": -3.4,
  "orbital_gap_ha": 0.2799,
  "total_charge": -1
}

=====

{
  "formula": "C3H9N3O",
  "method": "ωB97M-V/def2-TZVPD",
  "species": ["C", "C", "C", "N", "N", "N", "O", "H", "H", "H", "H", "H", "H", "H", "H", "H"],
  "xyz": [[1.080, 0.513, -0.321], [-1.686, -1.182, 0.538], [0.751, 0.186, -1.585], [1.550, -0.470, 0.585], [-1.513, 0.031, -0.178], [0.870, 1.742, 0.295], [-1.698, 1.000, 0.566], [-1.383, -0.979, 1.516], [-2.735, -1.300, 0.471], [-1.316, -2.096, -0.019], [0.951, -0.866, -1.959], [0.439, 0.917, -2.321], [1.559, -1.361, 0.077], [2.274, -0.260, 1.295], [0.459, 2.586, -0.180], [0.398, 1.538, 1.218]],
  "smiles": "C=C(N)N.CN=O",
  "homo_ev": -7.6,
  "orbital_gap_ha": 0.2950,
  "total_charge": 0
}

=====

{
  "formula": "C21H34BClF3N4O5",
  "method": "ωB97M-V/def2-TZVPD",
  "species": ["C", "C", "C", "C", "B", "O", "O", "C", "C", "C", "C", "C", "C", "C", "C", "O", "C", "C", "Cl", "N", "N", "C", "F", "F", "F", "H", "H", "H", "H", "H", "H", "H", "H", "H", "H", "H", "H", "H", "H", "H", "H", "H", "H", "H", "H", "C", "C", "O", "N", "C", "H", "H", "H", "H", "H", "H", "H", "C", "C", "O", "N", "C", "H", "H", "H", "H", "H", "H", "H"],
  "xyz": [[-1.345, -2.240, -0.332], [-0.606, -1.151, -0.511], [0.003, 0.341, -0.669], [-0.158, 0.974, -2.093], [-0.827, 0.260, -3.407], [-2.245, 0.431, -3.753], [-0.036, -0.541, -4.325], [0.442, 2.477, -2.117], [0.393, 3.416, -3.416], [-0.938, 4.379, -3.307], [-2.326, 3.555, -3.300], [-3.615, 4.461, -2.818], [-4.325, 3.666, -1.567], [-5.014, 2.266, -2.033], [-6.409, 1.982, -1.207], [-7.400, 1.382, -2.123], [-7.133, -0.067, -2.179], [1.038, 2.839, -0.700], [1.795, 4.536, -0.613], [1.116, 2.122, 0.517], [0.581, 0.894, 0.530], [0.620, 0.135, 1.843], [1.439, -1.041, 1.776], [-0.690, -0.099, 2.376], [1.276, 1.008, 2.803], [-2.234, -2.986, -0.262], [-2.618, -0.497, -3.736], [-0.343, -1.483, -4.253], [0.405, 2.839, -4.412], [1.295, 4.156, -3.358], [-0.953, 5.114, -4.215], [-0.919, 5.039, -2.363], [-2.601, 3.176, -4.370], [-2.263, 2.690, -2.543], [-3.239, 5.492, -2.474], [-4.423, 4.523, -3.654], [-3.458, 3.360, -0.844], [-5.092, 4.313, -1.005], [-5.271, 2.244, -3.154], [-4.347, 1.334, -1.803], [-6.886, 2.972, -0.840], [-6.215, 1.319, -0.274], [-8.016, -0.637, -1.676], [-6.136, -0.352, -1.646], [-7.024, -0.438, -3.281], [2.391, -2.831, 3.987], [1.960, -4.151, 4.566], [1.433, -5.021, 3.882], [2.172, -4.366, 5.893], [2.774, -3.473, 6.859], [2.158, -2.808, 2.922], [1.854, -2.014, 4.476], [3.470, -2.704, 4.107], [1.857, -5.273, 6.208], [3.647, -3.971, 7.286], [2.046, -3.287, 7.652], [3.077, -2.526, 6.416], [7.703, -3.398, 1.913], [6.412, -2.856, 2.461], [6.257, -2.624, 3.654], [5.394, -2.622, 1.587], [5.377, -2.829, 0.156], [8.417, -3.532, 2.728], [7.533, -4.369, 1.442], [8.130, -2.696, 1.193], [4.561, -2.259, 2.030], [5.165, -1.871, -0.325], [4.573, -3.531, -0.078], [6.321, -3.221, -0.217]],
  "homo_ev": -10.9,
  "orbital_gap_ha": 0.1791,
  "total_charge": 1
}

=====

Listing max |F| for the structures above in their given order: 0.0663; 0.0053; 0.1093; 0.0226; 0.0575; 0.1432 hartree/bohr.